{
  "formula": "C16H36N4O14",
  "method": "the ωB97M-V functional and the def2-TZVPD basis",
  "symbols": ["C", "N", "O", "O", "H", "H", "H", "C", "N", "O", "O", "H", "H", "H", "C", "N", "O", "O", "H", "H", "H", "C", "N", "O", "O", "H", "H", "H", "O", "C", "O", "C", "C", "C", "H", "H", "H", "H", "H", "H", "H", "H", "O", "C", "O", "C", "C", "C", "H", "H", "H", "H", "H", "H", "H", "H", "O", "C", "O", "C", "C", "C", "H", "H", "H", "H", "H", "H", "H", "H"],
  "xyz": [[-1.1221, 5.4562, -0.6665], [-2.5260, 5.2674, -0.1158], [-2.6075, 5.0394, 1.0645], [-3.4864, 5.4556, -0.8537], [-1.0850, 6.4539, -1.1039], [-0.8155, 4.7238, -1.4132], [-0.3925, 5.3237, 0.1324], [0.3195, -5.0634, -1.5624], [0.8078, -3.7550, -0.9413], [1.4168, -3.8679, 0.1097], [0.7111, -2.6348, -1.5359], [0.3888, -5.9136, -0.8839], [1.0060, -5.3082, -2.3729], [-0.7169, -5.0059, -1.8952], [-0.4040, 0.3625, -0.3855], [-0.2225, 1.7844, -0.0890], [0.6363, 2.0800, 0.7482], [-1.0079, 2.5658, -0.5222], [-1.4854, 0.2426, -0.4507], [0.0942, -0.2005, 0.4037], [0.0597, 0.2301, -1.3631], [3.1727, 3.6724, -0.7842], [2.0406, 3.4894, -1.7263], [1.5202, 4.4721, -2.1045], [1.6409, 2.4166, -2.0298], [3.5470, 2.6587, -0.6413], [2.7901, 4.0829, 0.1502], [3.9705, 4.2837, -1.2060], [-3.6848, 1.0463, 5.7594], [-2.8050, 0.3168, 5.2809], [-1.9329, 0.7457, 4.2965], [-2.3028, 1.8761, 3.4960], [-3.4490, 1.7205, 2.4485], [-2.4844, -1.0254, 5.7883], [-1.4339, 2.1456, 2.8956], [-2.5976, 2.7213, 4.1180], [-3.3615, 0.8513, 1.7966], [-3.3770, 2.5318, 1.7241], [-4.4525, 1.6213, 2.8623], [-2.3843, -1.7369, 4.9687], [-3.2470, -1.3107, 6.5130], [-1.4747, -1.0481, 6.1984], [-1.5766, -1.6416, 1.6132], [-0.9119, -2.3004, 2.4370], [-1.0525, -3.6002, 2.7688], [-2.1694, -4.3433, 2.2752], [-1.6168, -5.2920, 1.0839], [0.2321, -1.6437, 3.2006], [-2.9879, -3.6640, 2.0373], [-2.5090, -5.0419, 3.0399], [-2.2943, -6.1431, 1.0143], [-0.6681, -5.8127, 1.2146], [-1.5694, -4.6511, 0.2035], [-0.0467, -0.5902, 3.1766], [1.2280, -1.9354, 2.8671], [0.2790, -1.8397, 4.2718], [2.3504, -0.5928, -6.3095], [2.2242, -0.0371, -5.2520], [3.1227, 0.7517, -4.7233], [4.4581, 0.7479, -5.2536], [5.2742, -0.3398, -4.5802], [1.0305, -0.2726, -4.4057], [4.8760, 1.7128, -4.9665], [4.4055, 0.7154, -6.3418], [5.1693, -0.2359, -3.5002], [6.3276, -0.3319, -4.8599], [4.9083, -1.3653, -4.6317], [0.5650, -1.2065, -4.7207], [0.2427, 0.4798, -4.3681], [1.4458, -0.2938, -3.3982]],
  "forces_ev_per_a": [[0.310, 0.045, -0.170], [0.242, 0.529, -0.883], [-0.090, -0.345, 0.535], [0.935, -0.298, 0.229], [-0.091, -0.091, 0.129], [-0.852, 0.054, -0.077], [-0.471, 0.264, 0.201], [0.028, -0.003, -0.361], [0.905, 2.006, -0.336], [-0.666, -0.138, -0.560], [-0.452, -3.472, 0.986], [0.183, 0.683, 0.504], [-0.182, 0.469, -0.205], [0.295, 0.502, -0.182], [0.124, -0.059, -0.505], [0.836, -0.222, 2.683], [-0.049, -0.070, -0.777], [-0.862, 0.921, -1.087], [0.261, -0.403, 0.088], [-0.297, -0.002, -0.363], [-0.026, -0.300, 0.060], [0.707, -1.391, 0.296], [0.919, 0.259, 1.048], [-1.260, 3.703, -1.079], [0.119, -2.995, -0.234], [0.093, 0.184, 0.332], [-0.077, -0.013, -0.255], [-0.484, 0.157, -0.186], [1.819, -1.741, -1.448], [-1.040, 3.364, 0.310], [-1.123, -0.954, 0.311], [-1.086, 0.788, -1.064], [0.305, -0.986, 0.101], [0.391, -0.762, -0.140], [0.303, -0.145, 0.484], [0.310, -0.104, 0.253], [0.496, -0.426, 0.229], [-0.176, 0.441, 0.445], [0.095, 0.453, 0.242], [-0.466, -0.078, -0.105], [0.296, -0.128, -0.091], [-0.078, 0.271, 0.421], [1.110, -2.426, 1.982], [-0.307, 1.379, -1.057], [-0.365, 0.798, 0.243], [1.427, -1.881, -1.242], [-1.418, 1.161, 0.963], [-0.722, 0.265, 0.502], [0.163, -0.189, -0.551], [0.211, 0.417, 0.426], [-0.493, 0.323, -0.600], [0.286, 0.771, 0.726], [-0.176, -0.477, -0.182], [0.805, 0.154, -0.453], [-0.179, 0.343, -0.602], [-0.499, -0.630, 0.026], [0.531, -0.289, -0.768], [-1.125, -0.642, -1.262], [0.885, 0.980, 1.156], [0.005, 0.006, -0.159], [-0.252, -0.545, 0.729], [-0.244, 0.037, 1.081], [-0.112, 0.024, -0.034], [0.120, -0.309, 0.070], [0.427, 0.682, 0.188], [-0.088, 0.136, -0.009], [-0.233, -0.002, -1.060], [0.199, 0.031, 0.244], [0.330, 0.361, -0.427], [-0.428, -0.449, 0.286]],
  "homo_ev": -10.1,
  "orbital_gap_ev": 9.62,
  "smiles": "C[N+](=O)[O-].C[N+](=O)[O-].C[N+](=O)[O-].C[N+](=O)[O-].CCOC(C)=O.CCOC(C)=O.CCOC(C)=O",
  "lumo_energy_ev": -0.507,
  "charge": 0
}

---

{
  "formula": "C16H37BeCaClCsF6N2NaO13P2S2",
  "method": "the ωB97M-V functional and the def2-TZVPD basis",
  "symbols": ["N", "P", "O", "O", "S", "O", "O", "N", "S", "O", "O", "C", "F", "F", "C", "F", "F", "F", "H", "H", "H", "Cs", "C", "C", "O", "C", "H", "H", "H", "H", "H", "H", "C", "C", "C", "O", "H", "H", "H", "H", "H", "H", "H", "Na", "Ca", "O", "P", "O", "C", "C", "O", "C", "C", "O", "C", "C", "H", "H", "H", "H", "H", "H", "H", "H", "H", "H", "H", "H", "H", "H", "H", "C", "C", "O", "H", "H", "H", "H", "H", "H", "F", "Cl", "Be"],
  "xyz": [[-5.9411, -5.0332, 5.6442], [-4.8671, -4.5696, 4.6113], [-4.5985, -3.0140, 4.7372], [-5.4091, -4.9340, 3.0895], [-3.0124, -5.6707, 4.8880], [-3.4015, -7.0882, 5.1124], [-2.2543, -5.2502, 6.0272], [-2.2297, -5.6141, 3.4609], [-0.9446, -4.6245, 3.4186], [-0.4153, -4.7127, 2.0420], [0.1261, -5.0602, 4.3469], [-1.3264, -2.8166, 3.7079], [-0.1578, -2.1344, 3.5183], [-1.7155, -2.5311, 4.9647], [-2.3073, -2.2535, 2.5781], [-1.5145, -2.0159, 1.5058], [-2.8534, -1.0985, 2.8871], [-3.2240, -3.1601, 2.2118], [-6.7278, -5.4112, 5.1123], [-5.4362, -2.5295, 4.8393], [-5.2572, -5.8834, 2.9896], [1.8071, -5.1591, 2.7331], [1.9024, -10.7673, 6.8318], [1.2609, -9.5035, 6.3416], [1.5956, -8.9585, 5.3304], [0.1357, -8.9027, 7.1902], [2.6786, -11.0703, 6.1340], [2.3596, -10.5896, 7.8101], [1.1575, -11.5661, 6.8976], [0.5313, -8.6539, 8.1789], [-0.6968, -9.6108, 7.2744], [-0.2287, -7.9884, 6.7203], [2.7070, -0.1678, -1.9590], [2.1828, -0.5707, -0.5433], [1.1128, 0.4818, -0.1047], [3.1835, -0.5122, 0.2959], [3.1589, 0.8241, -1.9662], [3.4478, -0.8809, -2.3180], [1.8788, -0.1590, -2.6723], [1.6454, -1.5262, -0.6694], [1.5221, 1.4911, -0.0610], [0.7055, 0.2347, 0.8753], [0.2879, 0.4860, -0.8221], [-5.2069, -7.9079, 4.6180], [0.2265, -8.5914, 10.2011], [1.6711, 3.1461, -4.0304], [0.9793, 4.4649, -4.1763], [1.8769, 5.1617, -5.3670], [1.7182, 4.6704, -6.6848], [0.4304, 5.1780, -7.3134], [1.6387, 5.2473, -2.8909], [2.1551, 4.5267, -1.7733], [3.6625, 4.4094, -1.8700], [-0.1475, 5.6919, -4.2663], [-1.4825, 5.3808, -3.8103], [-1.5317, 5.1512, -2.3117], [1.7554, 3.5653, -6.6773], [2.5709, 5.0194, -7.2662], [-0.4533, 4.7654, -6.8056], [0.3748, 4.8978, -8.3695], [0.3685, 6.2623, -7.2318], [1.6820, 3.5470, -1.6828], [1.8903, 5.0936, -0.8775], [3.9666, 3.9418, -2.8075], [4.0605, 3.8188, -1.0418], [4.1224, 5.3980, -1.8458], [-1.8545, 4.5039, -4.3487], [-2.1151, 6.2266, -4.0778], [-0.9817, 4.2463, -2.0335], [-2.5624, 5.0358, -1.9750], [-1.0737, 5.9838, -1.7783], [1.1458, 10.4310, -6.6728], [0.7652, 8.9664, -6.7707], [1.3674, 8.3628, -7.9170], [0.8330, 10.9671, -7.5697], [0.6814, 10.8987, -5.8033], [2.2297, 10.5436, -6.5932], [-0.3151, 8.8586, -6.8714], [1.0855, 8.4220, -5.8753], [2.3216, 8.4495, -7.8232], [3.1885, -8.4892, 8.7065], [-1.8137, -0.4516, 5.5237], [-0.0979, 2.6809, -7.0302]],
  "forces_ev_per_a": [[0.558, -0.923, -0.474], [-3.207, 0.679, 0.212], [0.880, -1.103, -0.854], [1.455, 0.343, 1.083], [2.535, -1.774, 0.320], [-0.467, 1.240, -1.246], [-0.316, 1.174, 0.023], [-0.227, 1.455, 1.343], [0.702, -2.772, -0.720], [-3.930, 1.359, 0.736], [-4.253, 1.536, 1.682], [0.277, 1.899, 0.172], [-0.452, -1.166, 0.106], [-0.053, -3.737, -1.821], [1.056, 0.385, -0.776], [-0.438, -0.413, 0.229], [-0.341, -0.721, 0.225], [0.084, 0.365, 0.359], [-0.151, 0.185, 0.442], [0.128, 0.034, 0.209], [-0.035, 0.238, -0.723], [7.144, -1.083, -1.949], [-0.155, -0.098, 0.044], [0.941, -0.351, 0.161], [-0.405, 0.330, -0.151], [-0.860, 0.113, -0.382], [-0.011, 0.039, 0.025], [0.009, 0.106, -0.026], [0.007, -0.001, 0.079], [0.701, 0.072, -0.466], [0.040, -0.063, 0.050], [0.044, 0.050, 0.137], [0.328, 0.753, -1.061], [-0.218, -0.353, 0.045], [-0.643, 1.075, 0.068], [-0.277, -0.364, -0.052], [-0.049, -0.033, 0.206], [-0.020, -0.121, 0.341], [-0.208, -0.052, 0.282], [0.353, -0.260, 0.378], [0.184, -0.129, -0.017], [0.252, -0.216, -0.002], [0.188, -0.234, -0.168], [-0.767, -0.444, 0.272], [2.015, 0.191, -0.526], [-3.374, -1.440, -0.696], [6.197, 5.090, 1.435], [-0.754, -0.526, 0.031], [-0.078, 0.604, -0.232], [0.137, 0.050, -0.064], [-0.900, -0.412, 0.133], [0.435, 0.060, 0.120], [0.133, -0.035, -0.091], [-1.416, -3.158, -0.720], [-0.386, 0.149, 0.325], [0.186, -0.084, 0.049], [0.268, -0.044, -0.009], [0.037, -0.077, 0.063], [-0.109, 0.142, -0.003], [-0.012, 0.031, -0.003], [0.076, -0.013, -0.077], [0.045, -0.021, -0.135], [-0.077, 0.088, -0.104], [-0.121, -0.096, 0.025], [-0.008, 0.046, 0.016], [-0.039, -0.006, 0.077], [-0.072, 0.070, -0.035], [0.180, 0.044, -0.113], [-0.047, -0.012, 0.010], [0.005, -0.003, -0.048], [-0.051, 0.029, -0.046], [-0.062, 0.050, -0.038], [0.442, 0.147, 0.053], [-0.213, -0.164, -0.039], [-0.068, -0.028, 0.033], [0.048, 0.015, -0.002], [-0.018, -0.018, 0.112], [0.041, -0.097, -0.127], [-0.140, 0.044, 0.086], [-0.020, 0.030, -0.032], [-2.331, -0.214, 1.018], [-0.081, 3.082, 1.090], [-0.250, -0.532, 0.118]],
  "homo_ev": -10.1,
  "orbital_gap_ev": 1.58,
  "lumo_energy_ev": -8.499,
  "charge": 2
}

---

{
  "formula": "C16H37F3Li2N2O4",
  "method": "the ωB97M-V functional and the def2-TZVPD basis",
  "symbols": ["Li", "Li", "O", "H", "O", "H", "C", "C", "N", "C", "C", "C", "C", "H", "H", "H", "H", "H", "H", "H", "H", "H", "H", "H", "H", "H", "H", "H", "C", "C", "N", "C", "C", "C", "C", "H", "H", "H", "H", "H", "H", "H", "H", "H", "H", "H", "H", "H", "H", "H", "C", "C", "O", "C", "O", "C", "F", "F", "F", "H", "H", "H", "H", "H"],
  "xyz": [[-0.6827, -0.0199, 2.3466], [-1.1768, 2.2623, 1.0855], [-2.1888, 1.1529, 2.3707], [-2.7323, 1.3886, 3.1476], [0.2780, 0.9908, 0.9840], [0.9797, 0.6580, 0.3912], [-2.4203, 0.3066, -1.0038], [-1.9587, 1.6084, -1.6314], [-2.6146, 1.8299, -2.9688], [-4.0610, 1.8448, -3.1592], [-4.4771, 1.4587, -4.5785], [-1.9843, 3.0256, -3.5056], [-0.5269, 2.7725, -4.1084], [-2.3343, -0.3841, -1.8426], [-3.4777, 0.3570, -0.7439], [-1.7922, 0.0805, -0.1422], [-1.8944, 2.5509, -1.0875], [-0.8910, 1.4437, -1.7760], [-4.4895, 1.0691, -2.5245], [-4.3067, 2.8572, -2.8384], [-4.2769, 2.2949, -5.2485], [-3.8767, 0.6094, -4.9047], [-5.5353, 1.2107, -4.6609], [-1.7147, 3.6630, -2.6635], [-2.6189, 3.4842, -4.2639], [0.1859, 3.5779, -3.9312], [-0.7869, 2.5704, -5.1474], [-0.1668, 1.8523, -3.6485], [-2.5891, -2.3001, 2.3724], [-1.9143, -2.1386, 3.7398], [-0.5233, -1.6436, 3.6332], [-0.0309, -1.2132, 4.9706], [-0.6221, 0.0730, 5.4310], [0.4650, -2.6082, 3.0682], [1.5782, -1.7996, 2.3370], [-2.6325, -1.3879, 1.7772], [-3.6122, -2.6667, 2.4563], [-2.0431, -3.0436, 1.7917], [-2.5621, -1.5158, 4.3568], [-1.7844, -3.1501, 4.1247], [-0.3668, -1.8204, 5.8112], [1.0503, -1.1004, 5.0508], [-1.5106, -0.0786, 6.0439], [0.0579, 0.6957, 6.0123], [-0.9743, 0.6953, 4.6083], [-0.0390, -3.2389, 2.3359], [0.9100, -3.3295, 3.7537], [2.1229, -1.1962, 3.0632], [1.2192, -1.1665, 1.5256], [2.3292, -2.4572, 1.8993], [3.1361, -0.1552, -0.9366], [4.2315, 0.2210, -2.0993], [5.6338, -0.1511, -1.8801], [6.0940, -1.3840, -2.2053], [5.5041, -2.2726, -2.8353], [7.6016, -1.6899, -1.7943], [8.2503, -2.3303, -2.6781], [8.1567, -0.4869, -1.5809], [7.7166, -2.3725, -0.6687], [2.1064, 0.0486, -1.2304], [3.3756, 0.5611, -0.1507], [3.1214, -1.1927, -0.6027], [4.3311, 1.2489, -2.4483], [3.7551, -0.1693, -2.9986]],
  "forces_ev_per_a": [[-0.054, 0.662, -0.129], [0.377, -1.309, 1.303], [0.117, 0.673, -0.032], [0.472, -0.205, -0.877], [-0.348, 0.005, -0.885], [-0.664, 0.538, 0.716], [-0.833, 0.830, -0.359], [0.373, -2.027, -0.451], [1.281, 3.134, 1.699], [-0.226, -2.030, 0.221], [0.567, 0.820, -0.419], [1.836, -0.017, -1.105], [-1.794, -1.038, -0.110], [0.228, -0.592, 0.433], [0.125, -0.133, 0.424], [-0.120, -0.227, -0.159], [-1.083, 0.076, 0.143], [0.144, 0.047, -0.651], [0.040, 0.440, 0.436], [-0.568, 0.012, -0.047], [-0.080, -0.134, -0.244], [-0.171, -0.064, -0.006], [0.130, 0.050, 0.291], [-0.856, 0.333, 0.014], [0.079, 0.146, 0.359], [-0.409, 0.027, -0.214], [1.002, 0.131, -0.162], [0.317, 0.109, -0.210], [0.336, -0.190, -0.268], [0.338, -0.974, -1.046], [0.991, 0.402, 0.909], [-0.327, 0.229, 0.579], [-1.050, 1.881, -0.068], [-0.149, 0.663, -1.482], [0.063, -0.782, 0.567], [0.036, 0.255, 0.236], [0.025, 0.003, 0.241], [-0.060, -0.052, -0.124], [0.539, 0.046, 0.274], [-0.703, -0.132, 0.664], [0.425, -1.397, -0.429], [0.006, -0.489, -0.654], [-0.011, -0.030, 0.096], [0.116, -0.188, 0.045], [0.144, 0.152, -0.191], [-0.126, 0.106, -0.116], [-0.107, 0.286, 0.613], [-0.083, 0.246, -0.082], [-0.252, -0.007, 0.246], [-0.054, -0.261, 0.040], [2.080, 1.581, -0.675], [-1.666, -1.065, -0.441], [-0.347, -1.336, 0.184], [-1.498, -2.522, -1.798], [1.041, 2.667, 1.821], [-1.736, 2.593, 1.529], [0.879, -1.000, -2.237], [0.643, 0.260, -0.069], [-0.626, -0.395, 0.861], [0.182, 0.228, -0.666], [-0.226, -0.506, 0.567], [0.636, 0.103, -0.104], [-0.232, 0.403, 1.260], [0.896, -1.036, -0.263]],
  "homo_ev": [-11.4, -11.4],
  "orbital_gap_ev": [8.54, 4.12],
  "multiplicity": 2,
  "s_squared": 0.75,
  "lumo_energy_ev": [-2.857, -7.276],
  "charge": 1
}

---

The records above yield ΔE to the lowest compared entry with this formula, charge and spin values of 25.0 329.7 163.8 kJ/mol, respectively.